Entry 1:
DFT (wB97M-V/def2-TZVPD) results for a structure of composition C40H62Br3Cs2KN10O12S2.

Properties
orbital gap: 1.181 eV
ΔE to the lowest compared entry with this formula, charge and spin: 349.52 kcal/mol
LUMO level: -2.1 eV
HOMO: -3.30 eV
spin multiplicity: 1
electronic energy: -12168.52811 hartree

Element x y z (Å)
C (-4.042, -1.412, 5.620)
C (-3.235, -0.023, 5.275)
Br (-1.755, 0.143, 6.653)
C (-2.593, -0.049, 3.760)
N (-3.050, 1.205, 3.050)
C (-2.604, 1.510, 1.766)
N (-3.183, 2.761, 1.144)
C (-4.057, 2.295, -0.031)
O (-4.256, 3.529, -0.863)
N (-5.555, 3.909, -0.704)
O (-5.494, 5.063, -0.273)
C (-3.434, 1.032, -0.868)
C (-4.157, -0.419, -0.580)
N (-4.899, -0.521, 0.730)
C (-3.632, 1.284, -2.510)
C (-3.139, 0.020, -3.428)
C (-3.009, 0.390, -5.054)
S (-3.899, -0.939, -6.057)
C (-3.278, -2.658, -5.638)
S (-2.052, -3.458, -6.567)
N (-3.830, -3.498, -4.469)
C (-3.285, -3.696, -3.068)
C (-4.263, -4.659, -2.132)
N (-5.385, -5.042, -3.078)
C (-5.102, -4.363, -4.434)
C (-1.796, 0.910, -0.548)
C (-0.976, 2.178, -1.159)
C (-0.196, 1.864, -2.595)
C (1.418, 2.178, -2.433)
N (2.166, 1.174, -1.581)
C (1.995, -0.218, -2.149)
C (3.157, -1.293, -1.722)
C (4.751, -0.942, -1.888)
C (5.876, -2.066, -1.473)
C (5.367, -3.533, -0.904)
C (3.761, -3.867, -0.744)
C (2.612, -2.768, -1.152)
O (1.190, -3.129, -1.014)
N (-1.670, 0.674, 0.934)
C (-0.250, 0.649, 1.434)
H (-3.241, -2.188, 5.998)
H (-4.895, -1.277, 6.422)
H (-4.501, -1.805, 4.600)
H (-3.956, 0.879, 5.475)
H (-1.429, -0.087, 3.883)
H (-2.941, -1.021, 3.171)
H (-3.732, 1.872, 3.517)
H (-2.458, 3.443, 0.834)
H (-5.125, 2.089, 0.446)
H (-3.341, -1.279, -0.660)
H (-4.955, -0.674, -1.431)
H (-5.817, -0.032, 0.650)
H (-5.120, -1.545, 0.922)
H (-3.167, 2.289, -2.882)
H (-4.805, 1.378, -2.667)
H (-2.168, -0.519, -3.060)
H (-4.002, -0.803, -3.386)
H (-3.506, 1.427, -5.271)
H (-1.865, 0.326, -5.298)
H (-2.270, -3.177, -2.769)
H (-4.066, -4.927, -1.006)
H (-5.862, -4.544, -5.310)
H (-1.372, -0.070, -1.082)
H (-0.175, 2.666, -0.463)
H (-1.752, 3.049, -1.412)
H (-0.441, 0.810, -3.040)
H (-0.591, 2.655, -3.398)
H (1.582, 3.250, -1.937)
H (1.855, 2.284, -3.533)
H (3.195, 1.431, -1.660)
H (1.897, -0.108, -3.332)
H (0.922, -0.599, -1.789)
H (5.046, 0.108, -2.329)
H (7.019, -1.772, -1.605)
H (6.128, -4.382, -0.606)
H (3.408, -4.908, -0.315)
H (0.710, -3.106, -1.903)
H (0.023, 1.589, 2.117)
H (-0.105, -0.306, 2.133)
H (0.509, 0.506, 0.538)
Br (-2.133, -0.952, 9.046)
Cs (-2.601, -2.903, -0.541)
C (3.678, -7.302, -3.353)
C (2.644, -6.960, -2.294)
O (2.974, -7.241, -1.108)
O (1.584, -6.438, -2.738)
H (4.571, -7.750, -2.908)
H (3.255, -8.012, -4.069)
H (3.976, -6.395, -3.887)
Cs (8.394, -1.128, -1.732)
Br (1.842, -4.562, -2.480)
K (-5.874, -0.044, -7.411)
C (2.039, 2.007, 7.778)
C (1.765, 2.647, 6.433)
O (0.938, 1.798, 5.651)
H (2.529, 1.036, 7.649)
H (2.679, 2.647, 8.392)
H (1.104, 1.822, 8.317)
H (2.700, 2.810, 5.889)
H (1.263, 3.613, 6.553)
H (0.107, 1.667, 6.140)
C (11.710, 3.997, -8.347)
C (10.858, 4.679, -7.476)
C (10.078, 3.969, -6.561)
C (10.162, 2.571, -6.523)
C (11.011, 1.883, -7.401)
C (11.784, 2.603, -8.314)
N (9.364, 1.821, -5.547)
O (8.611, 2.464, -4.800)
O (9.491, 0.588, -5.522)
H (12.320, 4.555, -9.055)
H (10.805, 5.765, -7.509)
H (9.419, 4.516, -5.890)
H (11.082, 0.797, -7.386)
H (12.448, 2.079, -8.997)
C (6.913, -0.763, 3.845)
O (6.449, 0.052, 4.628)
O (6.861, -1.990, 3.979)
O (7.507, -0.485, 2.797)
C (-8.889, 1.162, 7.745)
C (-7.395, 1.135, 7.668)
O (-6.711, 0.151, 7.464)
N (-6.644, 2.333, 7.718)
C (-5.777, 2.411, 8.918)
H (-9.247, 0.232, 8.195)
H (-9.218, 1.998, 8.369)
H (-9.301, 1.272, 6.739)
H (-7.249, 3.150, 7.620)
H (-6.001, 2.238, 6.924)
H (-6.403, 2.305, 9.808)
H (-5.295, 3.391, 8.907)
H (-5.023, 1.620, 8.864)


Entry 2:
DFT (wB97M-V/def2-TZVPD) results for a structure of composition C40H63CdClGeN9P3Te.

Properties
orbital gap (spin up / spin down): 6.341 / 6.482 eV
ΔE to the lowest compared entry with this formula, charge and spin: 0.00 kcal/mol
LUMO level (spin up / spin down): 2.5 / 2.4 eV
HOMO (spin up / spin down): -3.85 / -4.05 eV
total charge: -1
spin multiplicity: 2
electronic energy: -6051.76619 hartree

Element x y z (Å)
Cd (-2.125, 0.109, -0.885)
C (-3.058, 1.506, 4.431)
C (-3.143, 1.592, 2.896)
C (-2.638, 2.927, 2.400)
P (-2.543, 0.103, 1.970)
C (-1.006, -0.533, 2.893)
N (-0.130, -1.286, 1.974)
Ge (0.121, -0.252, 0.365)
N (1.474, -1.327, -0.520)
C (1.005, -1.945, -1.750)
P (-0.717, -2.650, -1.469)
C (-1.137, -3.290, -3.168)
C (-0.148, -4.199, -3.898)
C (-1.467, -2.104, -4.030)
C (-0.419, -4.056, -0.350)
C (0.902, -4.827, -0.437)
C (-1.546, -5.072, -0.370)
C (2.775, -0.901, -0.589)
C (3.561, -0.802, -1.726)
C (4.800, -0.159, -1.735)
C (5.244, 0.352, -0.540)
C (4.565, 0.208, 0.643)
C (3.391, -0.484, 0.624)
N (2.625, -0.759, 1.786)
C (2.168, -2.071, 2.082)
C (3.059, -3.073, 2.283)
C (2.582, -4.300, 2.791)
C (1.290, -4.387, 3.323)
C (0.414, -3.342, 3.115)
C (0.803, -2.201, 2.416)
C (2.268, 0.227, 2.702)
C (2.486, -0.046, 4.057)
C (2.098, 0.827, 5.040)
C (1.472, 2.010, 4.696)
C (1.232, 2.324, 3.349)
C (1.496, 1.362, 2.315)
N (0.922, 1.401, 1.056)
C (0.673, 2.788, 0.633)
P (-0.164, 3.311, -0.930)
C (-0.368, 5.141, -0.592)
C (0.735, 5.837, 0.247)
C (-1.686, 5.375, 0.095)
C (1.131, 3.172, -2.219)
C (1.607, 1.758, -2.309)
C (2.325, 4.120, -2.059)
C (-3.830, -1.124, 2.589)
C (-3.296, -2.519, 2.632)
C (-5.080, -1.017, 1.687)
H (-3.565, 2.369, 4.875)
H (-1.994, 1.553, 4.695)
H (-3.469, 0.645, 4.840)
H (-4.212, 1.570, 2.605)
H (-1.594, 2.993, 2.656)
H (-3.223, 3.717, 2.831)
H (-2.781, 2.975, 1.338)
H (-1.362, -1.145, 3.751)
H (-0.462, 0.300, 3.370)
H (1.676, -2.738, -1.974)
H (0.938, -1.260, -2.600)
H (-2.040, -3.833, -2.943)
H (0.868, -3.762, -4.004)
H (-0.494, -4.410, -4.909)
H (0.045, -5.186, -3.415)
H (-0.630, -1.413, -4.045)
H (-2.359, -1.573, -3.690)
H (-1.625, -2.427, -5.058)
H (-0.521, -3.548, 0.622)
H (1.035, -5.463, -1.367)
H (1.008, -5.509, 0.420)
H (1.846, -4.253, -0.348)
H (-1.538, -5.694, -1.274)
H (-2.551, -4.676, -0.243)
H (-1.403, -5.773, 0.438)
H (3.142, -1.140, -2.678)
H (5.377, -0.081, -2.640)
H (6.172, 0.917, -0.557)
H (4.963, 0.599, 1.571)
H (4.091, -2.885, 2.120)
H (3.199, -5.176, 3.040)
H (1.055, -5.234, 3.944)
H (-0.601, -3.383, 3.515)
H (3.000, -0.983, 4.255)
H (2.340, 0.649, 6.062)
H (1.067, 2.735, 5.434)
H (0.795, 3.297, 3.118)
H (1.621, 3.372, 0.704)
H (0.065, 3.306, 1.391)
H (-0.463, 5.577, -1.611)
H (0.658, 5.433, 1.238)
H (0.534, 6.948, 0.251)
H (1.771, 5.692, -0.088)
H (-1.713, 4.988, 1.111)
H (-2.522, 4.895, -0.444)
H (-1.954, 6.432, 0.121)
H (0.607, 3.345, -3.146)
H (2.192, 1.540, -1.420)
H (2.296, 1.659, -3.143)
H (0.759, 1.039, -2.374)
H (2.828, 3.985, -1.098)
H (1.978, 5.187, -2.207)
H (3.030, 4.023, -2.851)
H (-4.091, -0.781, 3.582)
H (-2.846, -2.899, 1.741)
H (-4.167, -3.118, 2.905)
H (-2.572, -2.723, 3.456)
H (-4.866, -1.210, 0.623)
H (-5.506, -0.025, 1.727)
H (-5.848, -1.702, 2.041)
Te (-3.044, 2.299, -2.071)
Cl (-4.110, -1.259, -1.926)
N (-0.837, 1.861, -8.345)
N (-0.682, 1.626, -7.004)
N (-1.606, 1.065, -6.201)
C (-0.964, 1.042, -5.067)
N (0.264, 1.576, -5.119)
N (0.442, 1.890, -6.418)
H (-0.459, 1.061, -8.881)
H (-0.348, 2.706, -8.610)
H (-1.364, 0.673, -4.137)